Record 1
The following is a DFT calculation (ωB97M-V/def2-TZVPD) of 3 unconnected molecules or ions with the total composition C3H13NO2S in a non-equilibrium geometry.

Lowest unoccupied orbital energy (spin up / spin down) (eV): -4.36 / -8.95
Total charge: +1
HOMO (spin up / spin down) (eV): -14.04 / -14.01
Kohn-Sham gap (spin up / spin down) (eV): 9.68 / 5.06
Multiplicity: 2
F_max (eV/Å): 6.922
Energy relative to the best compared isomer or geometry (same formula, charge and spin) (kcal/mol): 49.3

```
20
C3H13NO2S | the OMol25 dataset | ωB97M-V/def2-TZVPD
C 0.95152 -1.18993 -0.76376
C 0.65640 0.21945 -1.27873
C 0.79098 1.24695 -0.11055
S -0.13146 2.64754 -0.68200
N 1.79299 0.42151 -2.34214
H 0.69264 -1.71199 0.18244
H 0.70278 -1.97353 -1.54341
H 2.02720 -1.49526 -0.86169
H -0.33684 0.31067 -1.71893
H 1.96544 1.30137 0.17142
H 0.23864 0.86658 0.75314
H -0.92494 3.18234 0.46776
H 1.89109 1.39779 -2.55659
H 1.61200 -0.01894 -3.13650
H -1.60830 -0.62975 3.44204
H -0.13253 -0.96196 2.82783
O -0.64341 -0.36336 3.29137
H -3.64309 -1.55916 1.66975
H -2.93252 -0.71150 0.63907
O -2.96860 -0.97884 1.54944
```



Record 2
The following is a DFT calculation (ωB97M-V/def2-TZVPD) of 2 unconnected molecules or ions with the total composition C7H14N5O in a non-equilibrium geometry.

Lowest unoccupied orbital energy (spin up / spin down) (eV): -5.40 / -6.32
Total charge: +1
HOMO (spin up / spin down) (eV): -13.24 / -13.17
Kohn-Sham gap (spin up / spin down) (eV): 7.84 / 6.85
F_max (eV/Å): 4.561
Energy relative to the best compared isomer or geometry (same formula, charge and spin) (kcal/mol): 162.2

```
27
C7H14N5O | the OMol25 dataset | ωB97M-V/def2-TZVPD
C 1.75132 -1.72541 0.47319
C 1.48036 -2.91612 0.02826
C -1.09025 0.59135 0.30297
C 0.78715 -0.60180 0.16800
C -0.67184 1.38435 2.95953
C -0.53311 1.14525 -3.54220
C 0.46104 0.74424 2.16030
N 0.40174 -3.20816 -0.78423
N -0.31416 -2.35376 -1.29090
N -0.13053 -0.09431 1.10471
N -0.07429 -1.07149 -0.94695
N -0.98683 -0.04951 -1.02822
O -0.13539 1.10725 -2.30758
H 2.67572 -1.41183 0.99973
H 2.06803 -3.80046 0.13593
H -2.07916 0.53666 0.84535
H -0.84843 1.78680 0.20595
H 1.22960 0.33316 -0.13895
H -1.31575 0.61287 3.35152
H -0.15873 1.96238 3.79033
H -1.25164 2.08909 2.37804
H 0.23509 1.90094 -3.82723
H -1.52456 1.57351 -3.71470
H -0.33924 0.21173 -4.16125
H 1.02624 1.53248 1.68235
H 1.11401 0.07581 2.72248
H -1.77639 -0.35499 -1.56643
```